No. 1
Below is one molecule with the formula ClH4PSi, with properties calculated with the ωB97M-V functional and the def2-TZVPD basis.

The relative energy (zero: lowest compared OMol25 entry of this formula, charge and spin) is 37.8 kcal/mol. As for the largest force on an atom: 0.857 eV Å⁻¹. The HOMO energy comes out at -8.2 eV. As for the LUMO energy: 0.009 eV.

Each line ends with the Löwdin charge.
CARTESIAN COORDINATES (ANGSTROEM)
P -0.135 -0.100 0.123  0.595
Si -2.648 -0.576 0.150  -0.013
Cl -2.948 -0.895 2.170  0.000
H 0.503 0.440 -1.006  -0.113
H 1.043 0.106 0.845  -0.123
H 0.233 -1.401 -0.192  -0.129
H -2.898 0.899 0.153  -0.217



No. 2
Below is a 2-piece molecular cluster, ClH5N2Si overall, with properties calculated with the ωB97M-V functional and the def2-TZVPD basis.

The relative energy (zero: lowest compared OMol25 entry of this formula, charge and spin) is 44.0 kcal/mol. As for the largest force on an atom: 5.650 eV Å⁻¹. The HOMO energy comes out at -8.6 eV. As for the LUMO energy: 0.626 eV.

Each line ends with the Löwdin charge.
CARTESIAN COORDINATES (ANGSTROEM)
N -1.107 0.907 -0.070  -0.123
N 0.177 -1.362 0.559  -0.107
Si 0.321 0.037 -0.376  -0.245
Cl 0.681 0.021 -2.276  0.384
H -1.520 0.830 0.783  -0.026
H -0.960 1.889 -0.444  0.055
H 0.242 -2.205 -0.044  0.036
H 0.394 -1.602 1.552  0.065
H 1.772 1.486 0.314  -0.038



No. 3
Below is ClH5N3PS as an isolated structure, with properties calculated with the ωB97M-V functional and the def2-TZVPD basis.

The relative energy (zero: lowest compared OMol25 entry of this formula, charge and spin) is 30.4 kcal/mol. As for the largest force on an atom: 2.652 eV Å⁻¹. The HOMO energy comes out at -8.8 eV. As for the LUMO energy: 0.525 eV.

Each line ends with the Löwdin charge.
CARTESIAN COORDINATES (ANGSTROEM)
N -0.109 -0.780 1.236  -0.124
N 0.007 -0.513 -1.330  -0.128
N -1.634 1.274 0.162  -0.753
P -0.331 0.429 0.003  0.195
S 1.208 1.995 0.072  0.429
Cl -3.101 0.407 -0.142  0.401
H 0.833 -0.924 1.608  0.040
H -0.613 -0.567 2.100  0.048
H 0.876 -1.070 -1.303  0.070
H -0.009 -0.205 -2.278  0.047
H 0.304 2.316 -0.846  -0.224



Among the records above, which one has the highest relative energy (zero: lowest compared OMol25 entry of this formula, charge and spin)? ClH5N2Si



Look up the relative energy (zero: lowest compared OMol25 entry of this formula, charge and spin) of the first one. 37.8 kcal/mol